C4H21NO6Pt as an isolated structure in a non-equilibrium geometry. Source: the OMol25 dataset; level of theory: ωB97M-V/def2-TZVPD.

Summary:
Spin multiplicity: 3
Energy relative to the best compared isomer or geometry (same formula, charge and spin) (kcal per mole): 0.0
Lowest unoccupied orbital energy (alpha / beta) (eV): -6.433 / -7.191
E_tot (eV): -21493.715
Charge: +2
Kohn-Sham gap (alpha / beta) (hartree): 0.34572 / 0.34607

XYZ file:
```
33
C4H21NO6Pt, DFT ωB97M-V/def2-TZVPD
Pt -13.63 4.48 14.89
O -14.84 3.09 16.05
H -15.79 3.12 16.26
H -14.53 2.23 16.38
O -14.52 3.41 13.12
H -14.38 2.46 12.97
H -15.08 3.71 12.38
O -11.98 2.96 14.74
H -11.42 2.60 14.03
H -11.69 2.50 15.54
O -15.14 6.18 14.58
H -14.71 7.00 14.95
H -16.07 6.41 14.46
O -12.57 5.62 13.24
H -11.65 5.86 13.01
H -13.11 5.90 12.49
C -13.15 6.33 18.92
C -13.55 6.42 17.43
C -13.45 7.89 17.00
O -13.60 8.00 15.62
C -13.42 9.34 15.13
N -12.68 5.52 16.62
H -13.54 7.19 19.45
H -12.06 6.25 19.01
H -13.53 5.41 19.37
H -14.61 6.20 17.35
H -12.55 8.41 17.37
H -14.26 8.41 17.55
H -13.75 9.41 14.10
H -12.37 9.62 15.22
H -14.02 10.02 15.73
H -11.78 6.01 16.52
H -12.34 4.82 17.29
```